Entry from the OMol25 dataset: a 8-piece molecular cluster, C28H84N8O10 overall in a non-equilibrium geometry (ωB97M-V/def2-TZVPD).

Calculated values
ΔE to the lowest compared entry with this formula, charge and spin in kcal per mole: 56.69
Max |F| in eV Å⁻¹: 5.20
Gap between HOMO and LUMO in eV: 7.83
Total energy in Eh: -2304.985636
Charge: +6
HOMO level in eV: -21.46

Bonds (Å) are listed after each position.
Cartesian coordinates (Å):
1 C 2.2146 -1.2315 1.0372  C2 1.501, H10 1.090, H11 1.090, H12 1.090
2 C 2.6918 -2.5875 0.6048  C1 1.501, C3 1.500, N6 1.512, H13 1.090
3 C 4.1192 -2.6136 0.1446  C2 1.500, O4 1.409, H14 1.090, H15 1.090
4 O 4.4015 -3.9100 -0.3300  C3 1.409, C5 1.434
5 C 5.4465 -4.0570 -1.3009  O4 1.434, H16 1.090, H17 1.090, H18 1.090
6 N 2.5652 -3.5572 1.7580  C2 1.512, H7 1.010, H8 1.010, H9 1.010
7 H 2.9474 -3.1549 2.6019  N6 1.010
8 H 1.6292 -3.9177 1.8768  N6 1.010
9 H 3.0233 -4.4411 1.5883  N6 1.010
10 H 1.1412 -1.2178 1.2258  C1 1.090
11 H 2.3011 -0.5031 0.2309  C1 1.090
12 H 2.8543 -0.7212 1.7573  C1 1.090
13 H 2.1345 -2.9452 -0.2610  C2 1.090
14 H 4.8266 -2.4808 0.9631  C3 1.090
15 H 4.2735 -1.8649 -0.6324  C3 1.090
16 H 5.1689 -3.4636 -2.1720  C5 1.090
17 H 5.6085 -5.1218 -1.4687  C5 1.090
18 H 6.3555 -3.5819 -0.9319  C5 1.090
19 C -3.8227 0.5447 2.0565  C20 1.546, H28 1.090, H29 1.090, H30 1.090
20 C -3.8144 -0.8286 2.7667  C19 1.546, C21 1.549, N24 1.525, H31 1.090
21 C -5.2483 -1.3276 3.0758  C20 1.549, O22 1.425, H32 1.090, H33 1.090
22 O -5.0910 -2.5559 3.7813  C21 1.425, C23 1.364
23 C -6.3177 -3.1032 4.0207  O22 1.364, H34 1.090, H35 1.090, H36 1.090
24 N -2.9386 -1.7670 1.9428  C20 1.525, H25 1.010, H26 1.010, H27 1.010
25 H -2.5180 -2.4805 2.5209  N24 1.010
26 H -3.4807 -2.1783 1.1965  N24 1.010
27 H -2.1689 -1.2956 1.4896  N24 1.010
28 H -4.5592 1.1191 2.6184  C19 1.090
29 H -4.1549 0.4401 1.0237  C19 1.090
30 H -2.8835 1.0940 1.9905  C19 1.090
31 H -3.2077 -0.6396 3.6523  C20 1.090
32 H -5.7843 -1.5088 2.1442  C21 1.090
33 H -5.8558 -0.5642 3.5620  C21 1.090
34 H -6.8907 -2.4375 4.6663  C23 1.090
35 H -6.2319 -4.0690 4.5187  C23 1.090
36 H -6.9356 -3.2650 3.1375  C23 1.090
37 C 2.2068 1.7545 -2.2901  C38 1.571, H46 1.090, H47 1.090, H48 1.090
38 C 2.7793 2.9077 -3.1910  C37 1.571, C39 1.481, N42 1.547, H49 1.090
39 C 3.4404 4.0418 -2.5051  C38 1.481, O40 1.422, H50 1.090, H51 1.090
40 O 4.2682 4.8776 -3.3039  C39 1.422, C41 1.456
41 C 3.6116 5.8353 -4.1829  O40 1.456, H52 1.090, H53 1.090, H54 1.090
42 N 3.8577 2.3606 -4.1558  C38 1.547, H43 1.010, H44 1.010, H45 1.010
43 H 3.4688 1.6576 -4.7678  N42 1.010
44 H 4.2589 3.1716 -4.6044  N42 1.010
45 H 4.6342 1.9373 -3.6680  N42 1.010
46 H 1.9254 0.9519 -2.9719  C37 1.090
47 H 1.3608 2.1090 -1.7013  C37 1.090
48 H 2.9710 1.3905 -1.6034  C37 1.090
49 H 1.9883 3.1065 -3.9141  C38 1.090
50 H 4.0187 3.6626 -1.6626  C39 1.090
51 H 2.6683 4.6171 -1.9941  C39 1.090
52 H 3.3335 5.3388 -5.1125  C41 1.090
53 H 4.3461 6.6119 -4.3967  C41 1.090
54 H 2.7047 6.3391 -3.8487  C41 1.090
55 C 0.3335 1.3119 3.9594  C56 1.504, H64 1.090, H65 1.090, H66 1.090
56 C 0.7961 0.7820 5.2888  C55 1.504, C57 1.516, N60 1.591, H67 1.090
57 C -0.3572 0.6378 6.2624  C56 1.516, O58 1.409, H68 1.090, H69 1.090
58 O 0.0102 0.0069 7.4679  C57 1.409, C59 1.385
59 C -0.9271 -0.2148 8.4631  O58 1.385, H70 1.090, H71 1.090, H72 1.090
60 N 1.3720 -0.6995 5.2116  C56 1.591, H61 1.010, H62 1.010, H63 1.010
61 H 1.7168 -0.9184 6.1354  N60 1.010
62 H 0.6165 -1.3690 5.1766  N60 1.010
63 H 2.0813 -0.9830 4.5509  N60 1.010
64 H -0.1742 0.5244 3.4025  C55 1.090
65 H 1.1870 1.5535 3.3258  C55 1.090
66 H -0.2807 2.2073 4.0545  C55 1.090
67 H 1.6159 1.4230 5.6131  C56 1.090
68 H -1.1262 0.0199 5.7987  C57 1.090
69 H -0.7278 1.6430 6.4634  C57 1.090
70 H -1.0261 0.6552 9.1123  C59 1.090
71 H -0.6231 -1.1041 9.0151  C59 1.090
72 H -1.8990 -0.4775 8.0453  C59 1.090
73 C -0.3587 0.5913 -4.8211  C74 1.464, H82 1.090, H83 1.090, H84 1.090
74 C -1.8127 0.6526 -4.9793  C73 1.464, C75 1.609, N78 1.554, H85 1.090
75 C -2.2664 -0.4588 -6.0507  C74 1.609, O76 1.385, H86 1.090, H87 1.090
76 O -2.1529 -1.7172 -5.4830  C75 1.385, C77 1.434
77 C -2.6977 -2.7990 -6.2496  O76 1.434, H88 1.090, H89 1.090, H90 1.090
78 N -2.5089 0.3439 -3.6249  C74 1.554, H79 1.010, H80 1.010, H81 1.010
79 H -1.9465 0.5167 -2.8040  N78 1.010
80 H -3.3340 0.8992 -3.4486  N78 1.010
81 H -2.8131 -0.6179 -3.6752  N78 1.010
82 H 0.0475 -0.4189 -4.8720  C73 1.090
83 H 0.0979 1.1664 -4.0157  C73 1.090
84 H 0.0629 1.0503 -5.7153  C73 1.090
85 H -1.9603 1.6565 -5.3776  C74 1.090
86 H -1.7556 -0.4619 -7.0137  C75 1.090
87 H -3.3051 -0.1748 -6.2195  C75 1.090
88 H -2.5087 -2.5731 -7.2990  C77 1.090
89 H -3.7860 -2.8521 -6.2808  C77 1.090
90 H -2.3554 -3.7727 -5.8990  C77 1.090
91 C -0.0050 -2.5354 -2.6687  C92 1.525, H100 1.090, H101 1.090, H102 1.090
92 C 0.3816 -3.8052 -3.4197  C91 1.525, C93 1.529, N96 1.534, H103 1.090
93 C 1.8485 -4.1466 -3.1531  C92 1.529, O94 1.411, H104 1.090, H105 1.090
94 O 2.2689 -5.4233 -3.5820  C93 1.411, C95 1.414
95 C 3.5519 -5.8289 -3.1474  O94 1.414, H106 1.090, H107 1.090, H108 1.090
96 N -0.5294 -4.9095 -2.8683  C92 1.534, H97 1.010, H98 1.010, H99 1.010
97 H -0.0881 -5.5332 -2.2077  N96 1.010
98 H -1.2816 -4.3739 -2.4592  N96 1.010
99 H -0.9854 -5.3989 -3.6250  N96 1.010
100 H 0.6946 -1.7000 -2.6976  C91 1.090
101 H -0.2068 -2.6922 -1.6091  C91 1.090
102 H -0.8986 -2.0114 -3.0080  C91 1.090
103 H 0.1909 -3.6773 -4.4852  C92 1.090
104 H 1.9131 -4.2050 -2.0666  C93 1.090
105 H 2.4333 -3.2445 -3.3329  C93 1.090
106 H 4.3423 -5.0918 -3.2890  C95 1.090
107 H 3.6165 -6.6774 -3.8285  C95 1.090
108 H 3.4641 -6.0020 -2.0748  C95 1.090
109 C -0.3377 5.4406 4.4112  C110 1.539, H118 1.090, H119 1.090, H120 1.090
110 C -1.0637 5.7299 3.0856  C109 1.539, C111 1.538, N114 1.548, H121 1.090
111 C -1.2037 4.5682 2.0879  C110 1.538, O112 1.377, H122 1.090, H123 1.090
112 O -1.9582 4.9469 1.0005  C111 1.377, C113 1.453
113 C -1.9751 3.9515 -0.0575  O112 1.453, H124 1.090, H125 1.090, H126 1.090
114 N -2.4450 6.3882 3.3190  C110 1.548, H115 1.010, H116 1.010, H117 1.010
115 H -3.1563 5.7417 3.6293  N114 1.010
116 H -2.4533 7.1829 3.9424  N114 1.010
117 H -2.6889 6.6658 2.3791  N114 1.010
118 H 0.5371 4.8902 4.0648  C109 1.090
119 H -0.8608 4.8187 5.1377  C109 1.090
120 H -0.0122 6.3822 4.8532  C109 1.090
121 H -0.4172 6.3833 2.4998  C110 1.090
122 H -1.5847 3.6472 2.5292  C111 1.090
123 H -0.1405 4.4218 1.8977  C111 1.090
124 H -2.5345 4.4332 -0.8595  C113 1.090
125 H -2.5154 3.0744 0.2987  C113 1.090
126 H -0.9724 3.6814 -0.3888  C113 1.090
127 N -0.4653 0.6025 -0.2000  O128 1.200, O129 1.230, O130 1.200
128 O 0.1975 1.2861 0.5302  N127 1.200
129 O -0.8822 1.0489 -1.2678  N127 1.230
130 O -0.6545 -0.5354 0.1307  N127 1.200